No. 1
ORCA calculation (ωB97M-V/def2-TZVPD) on an isolated ion of composition CHO2S2 and charge -1.

Results
total charge: -1
F_max: 4.3 eV/A
E_LUMO: 3.69 eV
energy relative to the best compared isomer or geometry (same formula, charge and spin): 135.6 kJ/mol
HOMO-LUMO gap: 6.877 eV

Positions of all 6 atoms, in Å:
C1 -0.4881 -0.2162 0.4353
O1 0.7746 -1.0126 0.3778
O2 1.0085 1.4176 -0.9765
S1 -1.8659 -0.9875 0.9761
S2 -0.4489 1.3310 -0.3771
H1 1.0198 -0.5323 -0.4356


No. 2
ORCA calculation (ωB97M-V/def2-TZVPD) on an isolated ion of composition C12H15ClN2 and charge +2.

Results
total charge: +2
F_max: 4.8 eV/A
E_LUMO: -9.93 eV
energy relative to the best compared isomer or geometry (same formula, charge and spin): 0.0 kJ/mol
HOMO-LUMO gap: 7.443 eV

Positions of all 30 atoms, in Å:
C1 1.5684 0.6080 0.1584
C2 0.6494 -1.7157 0.3138
C3 2.7738 0.0793 -0.1651
C4 1.8889 -2.1456 -0.0673
C5 0.4326 -0.2796 0.2897
C6 3.0887 -1.3730 -0.1008
C7 -2.2154 -0.0132 0.6884
C8 -0.8004 0.2136 0.5436
C9 -3.0905 -0.8253 -0.2582
C10 4.4129 -1.8271 -0.3260
C11 -1.4953 2.4076 1.1812
C12 -1.9192 1.7707 -1.0854
N1 -3.9541 -0.1689 -0.8271
N2 -1.6692 1.2856 0.2849
Cl1 -2.9944 -2.5080 -0.0610
H1 1.3871 1.6445 0.3338
H2 -0.2828 -2.2782 0.3176
H3 3.5761 0.8071 -0.2756
H4 1.9484 -3.1728 -0.1479
H5 -2.6611 -0.0011 1.7328
H6 5.2971 -1.2841 0.0633
H7 4.5427 -2.9122 -0.1580
H8 4.4723 -1.5462 -1.4175
H9 -1.0169 1.9305 2.0535
H10 -0.7937 3.0970 0.7713
H11 -2.4139 2.9398 1.5615
H12 -2.1666 0.9317 -1.6771
H13 -2.7537 2.4065 -0.9738
H14 -1.1092 2.4815 -1.3622
H15 -4.7020 -0.5524 -1.3909


No. 3
ORCA calculation (ωB97M-V/def2-TZVPD) on C28H44GeN2O6PbSeTe as an isolated structure.

Results
total charge: +1
F_max: 1.7 eV/A
E_LUMO (alpha / beta): -3.76 / -3.35 eV
multiplicity: 2
energy relative to the best compared isomer or geometry (same formula, charge and spin): 0.0 kJ/mol
HOMO-LUMO gap (alpha / beta): 7.761 / 8.183 eV

Positions of all 84 atoms, in Å:
Pb1 -2.5388 -0.2122 -1.5309
O1 -5.7120 -0.2121 0.6380
N1 -4.6785 0.2661 0.4712
C1 3.8119 1.7952 -2.0306
C2 2.8442 0.7567 -2.5805
C3 3.1549 0.3802 -4.0241
C4 2.2566 -0.7296 -4.5643
Ge1 0.3557 -0.4188 -4.5918
C5 -0.4321 1.3159 -4.9452
C6 0.5360 2.4896 -5.1175
C7 1.3443 2.4129 -6.4148
C8 0.5075 2.7051 -7.6565
H1 3.5940 2.0388 -0.9895
H2 3.7711 2.7225 -2.6057
H3 4.8384 1.4296 -2.0693
H4 1.8175 1.1416 -2.5202
H5 2.8618 -0.1406 -1.9551
H6 4.1949 0.0483 -4.0897
H7 3.0807 1.2652 -4.6586
H8 2.3908 -1.6621 -4.0056
H9 2.4914 -0.9585 -5.6085
H10 -0.3744 -1.5514 -5.3251
H11 -1.1054 1.4909 -4.1047
H12 -1.0529 1.2056 -5.8368
H13 1.2002 2.5582 -4.2524
H14 -0.0411 3.4189 -5.1296
H15 1.7960 1.4194 -6.5146
H16 2.1763 3.1185 -6.3634
H17 -0.2705 1.9570 -7.8143
H18 1.1258 2.7194 -8.5531
H19 0.0193 3.6774 -7.5733
C9 0.3581 2.6485 -0.2025
C10 -0.7528 1.6995 -0.5512
O2 -1.4127 1.9002 -1.6047
N2 -1.0976 0.6363 0.1825
Te1 0.2351 0.0493 1.5715
C11 -0.5783 0.8551 3.3808
C12 -1.6593 1.7275 3.5436
C13 -2.4579 2.3612 2.4228
C14 -2.0489 2.0534 4.8412
C15 -1.3988 1.5626 5.9630
C16 -1.8404 1.9300 7.3507
C17 -0.2983 0.7365 5.7604
C18 0.1264 0.3754 4.4909
C19 1.3221 -0.5424 4.3776
C20 -0.3190 -1.9314 1.9999
C21 -1.6255 -2.2703 2.3588
C22 -2.7304 -1.2747 2.5810
C23 -1.9169 -3.6125 2.5665
C24 -0.9566 -4.6036 2.4270
C25 -1.2990 -6.0548 2.6054
C26 0.3382 -4.2194 2.1065
C27 0.6927 -2.8942 1.8937
C28 2.1509 -2.6147 1.6329
H20 1.3212 2.1564 -0.3626
H21 0.3096 2.9674 0.8410
H22 0.3010 3.5189 -0.8506
H23 -1.8518 2.6244 1.5680
H24 -2.9333 3.2715 2.7835
H25 -3.2586 1.6950 2.0656
H26 -2.8880 2.7277 4.9687
H27 -2.7555 2.5185 7.3334
H28 -1.0717 2.5141 7.8580
H29 -2.0194 1.0377 7.9507
H30 0.2516 0.3628 6.6161
H31 1.8840 -0.5297 5.3084
H32 2.0228 -0.2451 3.5902
H33 1.0212 -1.5764 4.1864
H34 -2.6362 -0.3884 1.9531
H35 -2.7423 -0.9292 3.6166
H36 -3.6902 -1.7457 2.3777
H37 -2.9292 -3.8874 2.8391
H38 -2.2991 -6.1821 3.0146
H39 -0.5900 -6.5456 3.2715
H40 -1.2581 -6.5733 1.6467
H41 1.1098 -4.9762 2.0206
H42 2.5186 -3.2748 0.8484
H43 2.7261 -2.8168 2.5391
H44 2.3719 -1.5979 1.3131
O3 -0.3562 -0.7139 -2.8468
Se1 0.1375 -1.9183 -1.7007
O4 0.8762 -3.1329 -2.4359
O5 1.0229 -1.1182 -0.5898
O6 -1.3894 -2.2085 -1.1055


No. 4
ORCA calculation (ωB97M-V/def2-TZVPD) on C7H18AgF3O9P as an isolated structure.

Results
total charge: -2
F_max: 2.0 eV/A
E_LUMO (alpha / beta): 4.74 / 4.74 eV
multiplicity: 2
energy relative to the best compared isomer or geometry (same formula, charge and spin): 0.0 kJ/mol
HOMO-LUMO gap (alpha / beta): 5.187 / 5.093 eV

Positions of all 39 atoms, in Å:
Ag1 0.3988 -1.5230 0.7180
C1 1.7552 1.3839 -0.4119
O1 0.5239 1.9771 -0.9787
O2 1.6698 0.1369 -0.2704
C2 2.9215 1.7455 -1.3475
F1 4.0997 1.4515 -0.7889
F2 2.9021 1.1527 -2.5388
F3 3.0058 3.0967 -1.6139
C3 0.2424 3.3063 -0.6610
C4 -1.2339 3.5331 -0.8776
H1 -1.5253 3.2944 -1.9027
H2 -1.8300 2.9446 -0.1785
H3 -1.4900 4.5905 -0.7280
H4 0.8143 3.9967 -1.2968
H5 0.5009 3.5258 0.3855
H6 1.9618 1.9335 0.5537
P1 0.3615 -3.5218 2.7495
O3 1.5707 -2.5843 2.1856
O4 0.1956 -3.2577 4.2330
O5 0.7551 -4.9565 2.4022
O6 -0.8001 -2.9723 1.8446
C5 -2.7691 -1.0086 -0.5879
O7 -1.3818 -0.8732 -0.7722
H7 -3.1745 -0.1894 0.0191
H8 -3.3166 -1.0747 -1.5345
H9 -2.9163 -1.9332 -0.0265
H10 -1.1762 -0.2873 -1.5063
C6 -1.3349 1.1314 2.5525
O8 -0.3166 0.1517 2.3970
H11 -1.9639 1.0746 1.6661
H12 -1.9560 0.9123 3.4289
H13 -0.9252 2.1442 2.6554
H14 0.0474 -0.0388 3.2692
C7 0.6896 -3.0395 -2.4985
O9 0.8705 -3.1263 -1.1004
H15 0.2211 -3.9480 -2.8975
H16 0.0544 -2.1874 -2.7250
H17 1.6573 -2.9150 -2.9993
H18 0.8908 -4.0466 -0.8174


No. 5
ORCA calculation (ωB97M-V/def2-TZVPD) on a 2-piece molecular cluster, C4H11OS overall.

Results
total charge: -1
F_max: 2.2 eV/A
E_LUMO: 4.07 eV
energy relative to the best compared isomer or geometry (same formula, charge and spin): 52.1 kJ/mol
HOMO-LUMO gap: 6.807 eV

Positions of all 17 atoms, in Å:
C1 -1.4096 -0.4998 0.7768
O1 -0.4192 -1.3893 0.2882
C2 -2.1103 0.2486 -0.3396
C3 -1.2005 1.3250 -0.9713
H1 -0.9974 0.2162 1.5218
H2 -2.1314 -1.2064 1.3114
H3 -2.9696 0.7795 0.1288
H4 -2.4938 -0.4634 -1.1400
H5 -0.6176 0.9696 -1.8481
H6 -0.3951 1.6025 -0.3000
H7 -1.8592 2.2546 -1.2584
C4 3.3289 -0.7107 0.3140
S1 1.9846 0.5567 0.2418
H8 4.2216 -0.2356 0.8007
H9 3.0876 -1.6135 0.8999
H10 3.5690 -1.0071 -0.7066
H11 0.4119 -0.8269 0.2805


No. 6
ORCA calculation (ωB97M-V/def2-TZVPD) on C33H38BBeN7O2STe as an isolated structure.

Results
F_max: 0.4 eV/A
E_LUMO: 0.28 eV
HOMO-LUMO gap: 7.553 eV

Positions of all 84 atoms, in Å:
Be1 0.5466 -0.5976 0.0872
B1 -2.1183 -0.5191 -1.6272
N1 -1.5293 -1.8318 -1.0142
C1 -2.1024 -3.0314 -1.1073
C2 -1.2259 -3.9887 -0.6123
C3 -0.1100 -3.2596 -0.2290
N2 -0.3043 -1.9616 -0.4771
N3 -1.3968 0.7414 -1.0535
C4 -1.8734 1.9833 -1.1382
C5 -0.8949 2.8738 -0.7123
C6 0.1797 2.0651 -0.3755
N4 -0.1321 0.7828 -0.5892
H1 -3.2890 -0.4570 -1.3450
H2 -1.9306 -0.5447 -2.8294
H3 -3.0907 -3.1358 -1.5243
H4 -1.3752 -5.0531 -0.5511
H5 0.8141 -3.5968 0.2163
H6 -2.8697 2.1575 -1.5123
H7 -0.9633 3.9469 -0.6639
H8 1.1544 2.3280 0.0073
C7 -5.9962 4.4257 2.1384
C8 -4.6494 4.2297 2.7857
C9 -3.9442 5.3286 3.2632
C10 -2.7038 5.1590 3.8561
C11 -2.1593 3.8931 3.9773
C12 -2.8625 2.7765 3.5221
N5 -2.3206 1.4774 3.5997
C13 -1.1998 1.1011 4.3227
C14 -1.0249 1.5300 5.6464
C15 0.0884 1.1610 6.3736
C16 1.0645 0.3462 5.8078
C17 0.8897 -0.1060 4.5155
C18 -0.2285 0.2432 3.7629
C19 -0.3727 -0.2353 2.3589
O1 -1.4773 -0.3639 1.8392
O2 0.7453 -0.4581 1.7057
C20 -4.1186 2.9411 2.9142
C21 -4.9127 1.7629 2.4048
H9 -6.2645 5.4814 2.1177
H10 -6.7765 3.8864 2.6811
H11 -6.0005 4.0507 1.1120
H12 -4.3700 6.3205 3.1613
H13 -2.1506 6.0178 4.2175
H14 -1.1740 3.7642 4.4042
H15 -2.4499 0.9050 2.7758
H16 -1.7948 2.1450 6.0939
H17 0.1957 1.5023 7.3962
H18 1.9439 0.0692 6.3747
H19 1.6372 -0.7508 4.0711
H20 -4.4179 0.8129 2.5849
H21 -5.0953 1.8452 1.3307
H22 -5.8876 1.7212 2.8970
C22 3.1724 -0.8092 -4.2534
Te1 1.1243 -1.1126 -3.6690
C23 0.7113 -0.7836 -5.7599
C24 2.0307 -0.8137 -6.4870
C25 2.0824 -0.8166 -7.8803
C26 3.2973 -0.8324 -8.5449
C27 4.4820 -0.8465 -7.8183
C28 4.4386 -0.8421 -6.4341
C29 3.2187 -0.8243 -5.7590
H23 3.8014 -1.5916 -3.8325
H24 3.5190 0.1438 -3.8536
H25 0.2253 0.1851 -5.8791
H26 0.0308 -1.5450 -6.1384
H27 1.1579 -0.8078 -8.4469
H28 3.3229 -0.8361 -9.6274
H29 5.4354 -0.8637 -8.3313
H30 5.3622 -0.8533 -5.8656
C30 3.9238 -3.6898 -1.2794
N6 3.7230 -3.2192 0.0766
C31 3.8098 -4.1233 1.2236
C32 3.4632 -3.2046 2.4096
N7 3.0322 -1.9746 1.7457
C33 3.1398 -2.0639 0.4162
S1 2.6241 -0.8739 -0.6822
H31 4.7523 -4.3961 -1.2864
H32 4.1666 -2.8469 -1.9196
H33 3.0274 -4.1754 -1.6730
H34 4.8064 -4.5555 1.2995
H35 3.0914 -4.9401 1.1097
H36 4.3353 -3.0089 3.0328
H37 2.6735 -3.6125 3.0370
H38 2.3169 -1.3501 2.1096


No. 7
ORCA calculation (ωB97M-V/def2-TZVPD) on a 2-piece molecular cluster, CH2Cl4OP2 overall.

Results
F_max: 6.1 eV/A
E_LUMO: -1.29 eV
energy relative to the best compared isomer or geometry (same formula, charge and spin): 89.1 kJ/mol
HOMO-LUMO gap: 8.549 eV

Positions of all 10 atoms, in Å:
C1 0.1705 -0.7577 -0.7461
O1 -1.7111 -0.0086 2.0029
P1 0.6576 0.8340 -1.3601
P2 -0.2955 0.0694 1.5882
Cl1 -1.0744 1.7581 -0.9488
Cl2 0.5546 0.4148 -3.2980
Cl3 0.5909 1.7925 1.9803
Cl4 0.6326 -1.3789 2.4915
H1 1.1007 -1.4797 -0.5588
H2 -0.6258 -1.2439 -1.1513


No. 8
ORCA calculation (ωB97M-V/def2-TZVPD) on C23H45AlCl3N2O6PSi as an isolated structure.

Results
F_max: 2.0 eV/A
E_LUMO: 0.22 eV
energy relative to the best compared isomer or geometry (same formula, charge and spin): 0.0 kJ/mol
HOMO-LUMO gap: 8.360 eV

Positions of all 82 atoms, in Å:
C1 -0.9417 -1.9220 -3.8275
C2 -2.1188 -2.1834 -2.9469
H1 -0.6703 -2.8166 -4.3891
H2 -0.0754 -1.5856 -3.2437
H3 -1.1748 -1.1227 -4.5458
C3 -2.8833 -3.2861 -2.9908
C4 -2.7101 -4.4283 -3.9403
H4 -3.7063 -3.3920 -2.2815
H5 -1.8112 -4.3485 -4.5663
H6 -3.5740 -4.5377 -4.6138
H7 -2.6385 -5.3720 -3.3797
Al1 -0.1738 -0.1074 -0.2139
Cl1 -0.6502 1.8101 -1.2166
Cl2 1.7766 -0.2729 -1.2783
C5 -2.4206 0.9243 1.2073
O1 -1.2607 0.4039 1.2961
N1 -3.2688 0.9512 2.2232
C6 -2.9564 0.2938 3.4931
C7 -4.5839 1.5740 2.0951
H8 -2.7726 1.3948 0.2774
H9 -1.9186 -0.0513 3.4941
H10 -3.6379 -0.5523 3.6460
H11 -3.1354 1.0094 4.3025
H12 -4.6771 2.0264 1.1036
H13 -4.7083 2.3436 2.8665
H14 -5.3787 0.8302 2.2228
H15 0.3496 -3.5017 -1.6530
H16 -1.7110 -4.5179 -0.1853
C8 0.9416 -3.6047 -0.7322
C9 -0.9114 -4.6230 0.5642
N2 0.0636 -3.5538 0.4301
H17 1.6928 -2.8099 -0.6961
C10 0.0473 -2.5455 1.3069
O2 0.5271 -1.3964 1.0844
H18 -1.3489 -4.5592 1.5648
H19 -0.4499 -2.7829 2.2629
H20 1.4196 -4.5936 -0.7574
H21 -0.4229 -5.5934 0.4186
O3 -1.3051 -1.2420 -0.9853
C11 -2.3415 -1.1051 -1.9016
C12 -3.9180 -1.8917 -0.0656
C13 -3.7008 -1.1028 -1.1925
H22 -3.1069 -2.5369 0.2904
C14 -5.1466 -1.8333 0.5951
H23 -2.2367 -0.1409 -2.4201
C15 -4.7178 -0.2733 -1.6865
H24 -5.3001 -2.4365 1.4906
C16 -6.1662 -1.0077 0.1050
C17 -5.9541 -0.2368 -1.0417
H25 -4.5127 0.3210 -2.5839
H26 -7.1307 -0.9793 0.6164
H27 -6.7507 0.4039 -1.4318
Si1 6.0837 -0.4385 -3.7981
Cl3 5.1538 -1.7530 -5.1143
C18 6.5695 -1.4542 -2.3040
C19 4.8136 0.8850 -3.4425
C20 7.6061 0.2578 -4.6382
H28 5.7027 -1.9903 -1.8982
H29 6.9830 -0.8137 -1.5154
H30 7.3348 -2.1929 -2.5763
H31 8.3309 -0.5334 -4.8648
H32 8.0994 0.9885 -3.9851
H33 7.3489 0.7631 -5.5765
H34 3.8904 0.4477 -3.0386
H35 4.5699 1.4264 -4.3665
H36 5.1928 1.6124 -2.7135
C21 1.3082 1.5317 4.2622
O4 1.7203 2.2672 3.0956
P1 1.7917 1.5441 1.6073
O5 2.0267 2.8842 0.7079
C22 1.0455 3.9208 0.7839
O6 3.2625 0.8611 1.5471
C23 4.1932 1.2864 0.5362
H37 1.5216 0.4522 4.1654
H38 0.2302 1.6792 4.4330
H39 1.8494 1.9119 5.1388
H40 0.0669 3.5746 1.1643
H41 1.4350 4.7448 1.4010
H42 0.9063 4.2718 -0.2467
H43 3.7039 1.6115 -0.3923
H44 4.7983 2.1030 0.9467
H45 4.8185 0.4110 0.3293